Below is a single C4H7NO2 molecule, with properties calculated with the ωB97M-V functional and the def2-TZVPD basis.

Calculated values
- Kohn-Sham gap (Ha) = 0.3895
- LUMO level (eV) = 0.8
- SMILES string = O[C@@H]1CN=COC1
- E_HOMO (Ha) = -0.359
- multiplicity = 1
- electronic energy (eV) = -9845.802
- energy above the lowest of the compared OMol25 structures with the same formula, charge and spin (eV) = 1.478

Last column: Löwdin charge in e.
Geometry (Å):
O: -1.4301 -0.5119 1.2660  -0.022
C: -1.0005 0.0412 0.0351  -0.353
C: -0.2362 -0.9700 -0.8373  -0.165
N: 1.2176 -0.9376 -0.7453  0.064
C: 1.7666 -0.0775 -0.0015  -0.238
O: 1.1765 0.9037 0.7241  -0.052
C: -0.1284 1.2699 0.2630  -0.121
H: -0.6644 -0.9171 1.6937  0.099
H: -1.9217 0.3417 -0.4761  0.148
H: -0.5045 -0.8617 -1.8943  0.118
H: -0.5617 -1.9750 -0.5442  0.122
H: 2.8481 -0.0638 0.1307  0.130
H: -0.0170 1.8528 -0.6611  0.137
H: -0.5443 1.9051 1.0471  0.134